1.
The following is a quantum chemistry calculation of a single C24H28N4O molecule at a distorted geometry, from the Open Molecules 2025 dataset.

Computed properties:
total energy = -1225.5393 Eh
LUMO = 0.87 eV
SMILES = c1ccc(C(c2ccccc2)c2noc(CN3CCN(CC4CC4)CC3)n2)cc1
energy above the lowest of the compared OMol25 structures with the same formula, charge and spin = 92.9 kcal per mole
HOMO level = -8.27 eV
total charge = 0

```
57
C24H28N4O | the Open Molecules 2025 dataset | wB97M-V/def2-TZVPD
C -2.272 -3.987 -0.395
C -1.548 -3.122 -1.197
C -2.006 -1.837 -1.422
C -3.185 -1.392 -0.836
C -3.672 0.021 -1.093
C -4.593 0.536 -0.009
C -5.890 0.927 -0.308
C -6.723 1.405 0.690
C -6.264 1.499 1.992
C -4.968 1.115 2.294
C -4.136 0.635 1.300
C -2.517 0.954 -1.184
N -2.365 1.838 -2.128
O -1.197 2.474 -1.838
C -0.723 1.914 -0.722
C 0.605 2.316 -0.193
N 1.590 1.346 -0.648
C 2.950 1.845 -0.566
C 3.896 0.820 -1.208
N 3.812 -0.499 -0.613
C 4.497 -0.633 0.663
C 5.996 -0.565 0.469
C 6.755 0.692 0.770
C 6.893 -0.500 1.667
C 2.430 -0.932 -0.609
C 1.482 0.075 0.050
N -1.501 0.980 -0.272
C -3.913 -2.270 -0.045
C -3.460 -3.559 0.173
H -1.916 -4.991 -0.217
H -0.624 -3.448 -1.651
H -1.439 -1.174 -2.060
H -4.193 0.054 -2.056
H -6.251 0.857 -1.324
H -7.732 1.705 0.448
H -6.914 1.873 2.769
H -4.605 1.189 3.309
H -3.123 0.337 1.527
H 0.857 3.295 -0.607
H 0.552 2.383 0.908
H 3.016 2.786 -1.117
H 3.249 2.037 0.481
H 4.925 1.174 -1.146
H 3.622 0.717 -2.262
H 4.193 0.120 1.408
H 4.237 -1.618 1.063
H 6.331 -1.157 -0.373
H 7.588 0.959 0.136
H 6.208 1.544 1.145
H 7.819 -1.054 1.651
H 6.432 -0.456 2.642
H 2.355 -1.898 -0.105
H 2.127 -1.058 -1.653
H 0.454 -0.283 -0.018
H 1.733 0.188 1.121
H -4.840 -1.944 0.405
H -4.036 -4.231 0.792
```

=====

2.
The following is a quantum chemistry calculation of 3 unconnected molecules or ions with the total composition C5H10N3OS at a distorted geometry, from the Open Molecules 2025 dataset.

Computed properties:
total energy = -833.8184 Eh
LUMO = -4.71 eV
energy above the lowest of the compared OMol25 structures with the same formula, charge and spin = 80.7 kcal per mole
HOMO level = -13.28 eV
total charge = +1

```
20
C5H10N3OS | the Open Molecules 2025 dataset | wB97M-V/def2-TZVPD
C 1.503 -0.870 0.987
C 0.127 3.275 -0.023
C -0.413 0.589 -2.802
C 1.384 -2.193 1.413
C -2.030 0.724 0.199
N 1.734 0.218 0.705
N -1.253 0.409 -1.933
N 1.137 2.653 0.175
O -0.896 0.710 -0.610
S -1.106 4.039 -0.404
H -0.678 0.236 -3.841
H 0.609 0.901 -2.733
H 0.829 -2.273 2.311
H 2.395 -2.539 1.496
H 0.795 -2.703 0.639
H -2.041 1.516 0.956
H -2.091 -0.210 0.637
H -2.929 0.963 -0.437
H 1.163 1.611 0.467
H 2.014 3.326 0.176
```

=====

3.
The following is a quantum chemistry calculation of a molecular structure, C3H6F9K4O12S3 at a distorted geometry, from the Open Molecules 2025 dataset.

Computed properties:
total energy = -5513.5839 Eh
LUMO = -5.74 eV
energy above the lowest of the compared OMol25 structures with the same formula, charge and spin = 126.7 kcal per mole
HOMO level = -8.25 eV
total charge = +1

```
37
C3H6F9K4O12S3 | the Open Molecules 2025 dataset | wB97M-V/def2-TZVPD
K -4.175 1.332 1.027
K 1.330 -6.539 -2.024
K 7.819 1.311 -1.699
K 5.147 -0.365 -7.239
C 2.911 -0.029 0.232
F 3.265 1.246 0.396
F 3.985 -0.739 0.009
F 2.360 -0.430 1.388
S 1.639 -0.099 -1.296
O 1.148 -1.495 -1.133
O 0.550 0.856 -1.087
O 2.462 0.133 -2.488
C 1.372 5.993 2.750
F 1.654 6.045 1.474
F 2.229 5.287 3.458
F 1.298 7.273 3.176
S -0.318 5.114 3.063
O -1.168 5.504 1.981
O 0.062 3.686 3.131
O -0.743 5.552 4.417
C -4.640 -5.059 1.272
F -5.744 -4.311 1.528
F -3.669 -4.196 0.960
F -4.496 -5.725 2.384
S -4.835 -6.194 -0.259
O -5.652 -5.381 -1.210
O -3.474 -6.534 -0.726
O -5.576 -7.389 0.153
O -4.271 0.573 -4.720
H -3.561 1.056 -4.298
H -4.747 1.236 -5.220
O 0.685 4.875 -3.629
H 0.261 4.690 -4.467
H 0.740 4.024 -3.195
O 5.489 -4.121 3.834
H 5.490 -3.805 4.738
H 5.172 -3.377 3.321
```

=====

4.
The following is a quantum chemistry calculation of 4 unconnected molecules or ions with the total composition C18H40F6N3O3P at a distorted geometry, from the Open Molecules 2025 dataset.

Computed properties:
total energy = -2040.3275 Eh
LUMO = -0.57 eV
HOMO level = -7.52 eV
total charge = 0

```
71
C18H40F6N3O3P | the Open Molecules 2025 dataset | wB97M-V/def2-TZVPD
N -0.055 -0.518 -1.158
O -0.435 -1.289 -0.219
O 0.309 -0.987 -2.240
O -0.075 0.726 -0.987
C -4.451 6.994 -1.633
C -4.314 5.624 -1.000
C -3.213 5.596 0.094
C -3.399 4.352 0.933
N -2.214 4.001 1.803
C -1.108 3.315 0.986
C -0.993 1.876 1.481
C -1.636 1.807 2.858
C -2.623 2.982 2.883
C -1.707 5.224 2.523
H -3.468 7.360 -1.942
H -4.883 7.767 -0.994
H -5.085 7.032 -2.520
H -4.167 4.822 -1.722
H -5.224 5.389 -0.437
H -3.434 6.452 0.736
H -2.219 5.705 -0.342
H -3.579 3.428 0.376
H -4.351 4.458 1.460
H -0.209 3.924 0.998
H -1.502 3.291 -0.029
H 0.059 1.607 1.479
H -1.496 1.187 0.808
H -0.931 1.907 3.687
H -2.082 0.832 3.046
H -2.562 3.550 3.810
H -3.680 2.750 2.770
H -1.328 5.899 1.760
H -0.939 4.907 3.221
H -2.517 5.765 3.006
C -0.645 -5.827 2.147
C 0.769 -5.363 2.466
C 1.247 -4.196 1.593
C 2.737 -4.181 1.442
N 3.319 -3.025 0.629
C 2.561 -2.639 -0.646
C 3.362 -3.167 -1.849
C 4.357 -4.171 -1.227
C 4.660 -3.570 0.118
C 3.437 -1.832 1.540
H -1.419 -5.085 2.348
H -0.857 -6.664 2.813
H -0.688 -6.077 1.089
H 1.421 -6.225 2.272
H 0.981 -5.209 3.527
H 0.937 -3.205 1.948
H 0.708 -4.192 0.643
H 3.105 -5.073 0.928
H 3.304 -4.229 2.374
H 2.657 -1.561 -0.747
H 1.510 -2.906 -0.608
H 3.959 -2.363 -2.277
H 2.785 -3.658 -2.627
H 5.224 -4.489 -1.797
H 3.719 -5.054 -1.102
H 5.210 -2.637 -0.039
H 5.110 -4.159 0.911
H 4.055 -2.159 2.374
H 2.430 -1.552 1.832
H 3.935 -1.025 1.010
P 0.786 -1.765 -6.691
F -0.232 -3.012 -6.630
F -0.467 -0.741 -6.519
F 0.935 -1.726 -5.039
F 1.787 -0.451 -6.751
F 2.101 -2.730 -6.666
F 0.707 -1.819 -8.285
```

=====

5.
The following is a quantum chemistry calculation of a molecular structure, C25H26BF4INOPPd at a distorted geometry, from the Open Molecules 2025 dataset.

Computed properties:
total energy = -2289.6979 Eh
LUMO (alpha / beta) = -1.07 / -0.97 eV
HOMO level (alpha / beta) = -7.73 / -7.71 eV
total charge = 0

```
61
C25H26BF4INOPPd | the Open Molecules 2025 dataset | wB97M-V/def2-TZVPD
Pd -0.116 -0.036 -0.565
C -1.906 -2.511 0.188
C -1.277 -2.736 1.558
C 0.106 -3.370 1.389
C -1.203 -1.394 2.317
C -1.001 -1.539 3.842
O 0.147 -0.745 4.120
C 0.613 -0.283 2.940
N -0.054 -0.600 1.901
C 1.850 0.494 3.024
C 2.450 0.591 4.283
C 3.616 1.307 4.463
C 4.208 1.947 3.385
C 3.631 1.851 2.133
C 2.457 1.128 1.935
P 1.797 1.089 0.233
C 1.299 2.807 -0.051
C 1.179 3.753 0.959
C 0.720 5.023 0.655
C 0.345 5.344 -0.639
C 0.422 4.389 -1.642
C 0.896 3.125 -1.350
C 3.343 0.870 -0.703
C 3.898 -0.408 -0.632
C 5.063 -0.707 -1.308
C 5.695 0.281 -2.049
C 5.151 1.552 -2.120
C 3.970 1.852 -1.461
H -1.820 -3.408 -0.425
H -1.379 -1.677 -0.316
H -2.954 -2.228 0.264
H -1.916 -3.409 2.141
H 0.743 -2.717 0.787
H 0.015 -4.325 0.875
H 0.589 -3.540 2.347
H -2.107 -0.808 2.105
H -0.793 -2.570 4.151
H -1.846 -1.157 4.417
H 1.980 0.092 5.116
H 4.062 1.366 5.446
H 5.115 2.517 3.522
H 4.092 2.346 1.289
H 1.436 3.497 1.976
H 0.648 5.758 1.443
H -0.017 6.336 -0.866
H 0.097 4.626 -2.645
H 0.962 2.368 -2.125
H 3.396 -1.164 -0.038
H 5.478 -1.703 -1.270
H 6.615 0.063 -2.572
H 5.646 2.323 -2.692
H 3.543 2.844 -1.530
F -2.496 0.342 -1.079
B -2.755 1.369 -0.125
F -1.441 1.663 0.386
F -3.281 2.464 -0.718
F -3.515 0.878 0.894
I 0.978 -1.926 -2.418
C 0.005 -0.020 -2.752
H 0.696 0.588 -3.328
H -0.943 -0.185 -3.252
```

=====

6.
The following is a quantum chemistry calculation of a single C3H2O3 molecule, from the Open Molecules 2025 dataset.

Computed properties:
total energy = -341.1789 Eh
LUMO = -1.54 eV
SMILES = O=CC(=O)C=O
energy above the lowest of the compared OMol25 structures with the same formula, charge and spin = 36.3 kcal per mole
HOMO level = -10.02 eV
total charge = 0

```
8
C3H2O3 | the Open Molecules 2025 dataset | wB97M-V/def2-TZVPD
O 1.603 0.279 -1.676
C 0.825 -0.300 -0.964
C -0.322 0.449 -0.273
O -0.941 1.342 -0.796
C -0.626 -0.011 1.149
O -0.001 -0.916 1.645
H 0.887 -1.384 -0.759
H -1.426 0.542 1.675
```